[1]
Below is a molecular structure, C27H32BrN5O2SiTc, with properties calculated with the ωB97M-V functional and the def2-TZVPD basis.

Geometry (Å):
Tc: -0.108 -0.372 0.622
O: -3.415 3.279 2.988
C: -2.196 3.904 2.924
C: -2.007 5.231 3.272
C: -0.751 5.797 3.129
C: 0.313 5.050 2.638
C: 0.114 3.721 2.301
C: -1.139 3.135 2.448
C: -1.423 1.705 2.095
O: -0.229 0.965 1.930
N: -2.213 1.595 0.821
N: -1.432 1.144 -0.200
C: -1.548 1.536 -1.409
C: -0.576 1.141 -2.423
Br: 1.134 0.688 -1.682
C: -0.832 1.167 -3.733
C: -0.078 0.846 -4.943
C: -0.833 0.746 -6.117
C: -0.235 0.425 -7.323
C: 1.135 0.217 -7.376
C: 1.902 0.333 -6.223
C: 1.306 0.642 -5.014
H: -4.066 3.864 3.392
H: -2.838 5.817 3.647
H: -0.605 6.833 3.402
H: 1.290 5.500 2.529
H: 0.940 3.122 1.939
H: -2.022 1.236 2.876
H: -2.714 2.448 0.596
H: -2.340 2.227 -1.694
H: -1.859 1.469 -3.933
H: -1.901 0.924 -6.079
H: -0.834 0.351 -8.220
H: 1.609 -0.024 -8.318
H: 2.974 0.194 -6.270
H: 1.936 0.754 -4.146
C: -0.818 -2.433 -2.620
C: 0.266 -2.832 -1.670
C: 1.156 -3.868 -1.940
C: 2.153 -4.174 -1.029
C: 2.277 -3.463 0.161
C: 1.352 -2.464 0.384
N: 0.380 -2.174 -0.515
N: 1.241 -1.553 1.432
Si: 2.160 -1.561 3.017
C: 3.719 -0.644 2.675
C: 2.426 -3.345 3.456
C: 1.092 -0.714 4.256
H: -0.394 -2.136 -3.581
H: -1.401 -1.602 -2.225
H: -1.487 -3.275 -2.802
H: 1.061 -4.421 -2.864
H: 2.851 -4.972 -1.246
H: 3.058 -3.673 0.876
H: 4.300 -1.101 1.870
H: 4.350 -0.626 3.568
H: 3.501 0.391 2.403
H: 3.425 -3.692 3.181
H: 1.695 -4.011 2.993
H: 2.330 -3.461 4.538
H: 1.072 0.366 4.104
H: 1.494 -0.914 5.252
H: 0.064 -1.083 4.238
C: -3.682 -2.601 2.474
C: -2.549 -1.908 1.879
N: -1.664 -1.352 1.416
H: -4.588 -2.356 1.921
H: -3.788 -2.281 3.510
H: -3.509 -3.676 2.441

Results
HOMO level (spin up / spin down): -13.232 / -13.237 eV
orbital gap (spin up / spin down): 0.26255 / 0.20842 Eh
⟨S²⟩: 3.773
net charge: +2
relative energy (zero: lowest compared OMol25 entry of this formula, charge and spin): 1.28 kcal per mole
2S+1: 4
LUMO energy (spin up / spin down): -0.224 / -0.278 Ha
molar mass: 664.58 g mol⁻¹

[2]
Below is a molecular structure, C27H32Cl2FeN3O4S3, with properties calculated with the ωB97M-V functional and the def2-TZVPD basis.

Geometry (Å):
Fe: -0.775 0.025 -0.581
C: -1.274 -2.824 -1.608
N: -2.095 -1.591 -1.532
C: -3.306 -1.790 -0.719
C: -2.960 -1.974 0.719
N: -2.179 -0.832 1.196
C: -1.317 -1.285 2.321
C: -3.022 0.298 1.571
C: -3.636 0.324 2.818
C: -4.403 1.408 3.214
C: -4.563 2.479 2.345
C: -3.967 2.448 1.093
C: -3.199 1.358 0.685
S: -2.523 1.395 -0.949
C: -2.457 -1.178 -2.884
C: -3.599 -1.644 -3.525
C: -3.872 -1.261 -4.833
C: -2.993 -0.419 -5.502
C: -1.853 0.040 -4.858
C: -1.579 -0.346 -3.549
S: -0.124 0.168 -2.745
H: -1.866 -3.659 -1.997
H: -0.887 -3.089 -0.627
H: -0.433 -2.643 -2.275
H: -3.878 -2.664 -1.045
H: -3.925 -0.905 -0.849
H: -2.359 -2.872 0.867
H: -3.880 -2.109 1.295
H: -1.892 -1.829 3.078
H: -0.833 -0.432 2.774
H: -0.553 -1.959 1.936
H: -3.514 -0.513 3.496
H: -4.862 1.417 4.195
H: -5.140 3.346 2.645
H: -4.083 3.282 0.411
H: -4.284 -2.309 -3.016
H: -4.771 -1.619 -5.321
H: -3.195 -0.116 -6.523
H: -1.162 0.710 -5.362
Cl: 1.241 -4.393 0.056
C: 2.077 -2.935 -0.484
Cl: 1.321 -1.441 0.062
H: 2.110 -2.913 -1.564
H: 3.058 -2.923 -0.044
C: 5.366 -2.133 2.234
C: 5.043 -0.794 1.611
C: 4.850 0.325 2.419
C: 4.587 1.567 1.868
C: 4.488 1.694 0.487
C: 4.671 0.593 -0.343
C: 4.953 -0.642 0.228
S: 4.233 3.289 -0.219
O: 4.502 4.245 0.817
O: 4.953 3.281 -1.455
N: 2.663 3.436 -0.583
C: 1.702 3.921 0.430
C: 1.168 2.868 1.390
C: 0.489 1.716 0.705
O: -0.447 1.109 1.260
O: 0.847 1.352 -0.451
H: 6.191 -2.047 2.944
H: 5.657 -2.867 1.479
H: 4.509 -2.528 2.789
H: 4.935 0.224 3.497
H: 4.492 2.447 2.492
H: 4.633 0.715 -1.419
H: 5.140 -1.496 -0.419
H: 2.310 2.634 -1.099
H: 0.871 4.369 -0.110
H: 2.195 4.709 0.987
H: 0.433 3.313 2.059
H: 1.973 2.467 2.013

Results
HOMO level (spin up / spin down): -7.614 / -7.607 eV
orbital gap (spin up / spin down): 0.24552 / 0.28690 Eh
⟨S²⟩: 1.193
relative energy (zero: lowest compared OMol25 entry of this formula, charge and spin): 20.30 kcal per mole
2S+1: 2
LUMO energy (spin up / spin down): -0.034 / 0.007 Ha
molar mass: 685.52 g mol⁻¹

[3]
Below is 3 unconnected molecules or ions with the total composition C27H32F2N3O6P, with properties calculated with the ωB97M-V functional and the def2-TZVPD basis.

Geometry (Å):
C: 5.334 -2.319 0.685
C: 6.119 -0.953 0.708
C: 6.062 -0.121 -0.651
N: 5.356 1.172 -0.481
C: 3.927 1.057 -0.498
C: 3.141 2.300 -0.070
C: 1.669 2.279 -0.084
P: 0.801 3.886 0.428
C: 1.874 5.343 -0.174
C: 1.058 3.951 2.316
C: 0.901 1.036 -0.497
N: -0.486 1.114 -0.487
C: -1.060 -0.057 -0.884
C: -2.621 -0.121 -0.973
C: -3.364 0.238 0.352
C: -4.554 1.132 0.243
C: -5.389 1.532 1.378
C: -5.051 1.036 2.733
C: -3.875 0.164 2.854
C: -3.028 -0.252 1.700
C: -1.825 -1.220 1.927
C: -0.284 -1.270 -1.279
N: 1.075 -1.375 -1.295
C: 1.649 -0.169 -0.908
C: 3.158 -0.105 -0.912
H: 5.361 -2.720 1.747
H: 4.250 -2.240 0.415
H: 5.804 -3.120 0.048
H: 7.206 -1.212 0.901
H: 5.774 -0.279 1.536
H: 5.702 -0.720 -1.536
H: 7.137 0.144 -0.902
H: 5.679 1.594 0.394
H: 3.722 3.213 0.235
H: 1.225 6.255 -0.192
H: 2.339 5.079 -1.158
H: 2.677 5.529 0.606
H: 2.180 4.019 2.458
H: 0.612 3.062 2.832
H: 0.554 4.902 2.662
H: -3.012 0.533 -1.795
H: -2.903 -1.181 -1.263
H: -4.832 1.488 -0.787
H: -6.292 2.177 1.261
H: -5.703 1.337 3.590
H: -3.609 -0.229 3.875
H: -1.736 -2.042 1.168
H: -1.792 -1.614 2.985
H: -0.882 -0.594 1.818
H: -0.869 -2.174 -1.606
H: 3.714 -1.019 -1.244
O: 2.346 -5.165 4.773
C: 2.208 -5.115 3.594
O: 2.712 -4.124 2.806
C: 2.449 -4.497 1.456
C: 1.284 -5.430 1.605
F: 1.301 -6.390 0.648
O: 1.520 -6.037 2.860
H: 3.330 -4.988 1.037
H: 2.210 -3.624 0.848
H: 0.309 -4.936 1.613
O: -4.803 -0.731 -3.359
C: -5.421 0.133 -3.892
O: -5.601 1.378 -3.370
C: -6.272 2.149 -4.363
C: -6.941 1.090 -5.188
F: -7.036 1.469 -6.485
O: -6.044 0.001 -5.098
H: -5.539 2.725 -4.933
H: -6.984 2.838 -3.910
H: -7.925 0.787 -4.820

Results
HOMO level: -7.911 eV
orbital gap: 0.27504 Eh
2S+1: 1
LUMO energy: -0.016 Ha
molar mass: 563.54 g mol⁻¹